Run 1
Molecular formula: C5H16NO
Method: DFT, the ωB97M-V functional and the def2-TZVPD basis

## Properties
Spin multiplicity: 1
Net charge: +1
LUMO (Ha): -0.12649

Each line ends with the Löwdin charge.
Element x y z (Å)
C1 -0.4951 -0.9705 -1.2078  -0.11
C2 0.9021 -0.3628 -1.2046  -0.36
C3 1.5757 -0.7454 -2.5531  -0.04
C4 0.7747 1.1847 -1.1355  -0.23
C5 -0.0149 1.6360 0.0832  -0.09
N1 -1.0752 -1.1509 0.1995  0.20
H1 -0.5108 -1.9688 -1.6326  0.12
H2 -1.2144 -0.4080 -1.8104  0.15
H3 1.4701 -0.6341 -0.3243  0.14
H4 2.6388 -0.6137 -2.4626  0.09
H5 1.2916 -1.7327 -2.8718  0.07
H6 1.2450 -0.0513 -3.3302  0.09
H7 1.7942 1.5866 -1.1144  0.12
H8 0.4111 1.5536 -2.0911  0.12
H9 0.3349 1.1921 1.0067  0.08
H10 0.0653 2.7009 0.2749  0.09
H11 -1.0518 1.4889 -0.1950  0.07
H12 -0.4362 -0.7909 0.9043  0.14
H13 -1.8986 -0.5563 0.3080  0.16
H14 -1.3890 -2.0967 0.3894  0.17
H15 -1.0367 0.8395 5.4866  0.04
H16 -1.6575 -0.3910 4.8752  0.04
O1 -1.1782 0.4166 4.6317  -0.08



Run 2
Molecular formula: C5H16NO
Method: DFT, the ωB97M-V functional and the def2-TZVPD basis

## Properties
Spin multiplicity: 1
Net charge: +1
LUMO (Ha): -0.12092

Each line ends with the Löwdin charge.
Element x y z (Å)
C1 0.8805 -0.2582 1.3339  -0.13
C2 1.4276 -0.5752 -0.0335  -0.19
C3 0.5065 -0.2519 -1.1846  -0.21
C4 -0.1649 1.1571 -1.1346  -0.25
C5 0.8405 2.2963 -0.9309  -0.10
N1 -0.3177 -1.1482 1.6245  0.19
H1 0.4740 0.7452 1.4526  0.12
H2 1.6091 -0.3607 2.1350  0.14
H3 2.3815 -0.0456 -0.0631  0.13
H4 1.6999 -1.6296 -0.1378  0.12
H5 0.9766 -0.2306 -2.1665  0.12
H6 -0.3308 -0.9569 -1.2184  0.10
H7 -0.7151 1.2911 -2.0605  0.11
H8 -0.8986 1.2078 -0.3168  0.09
H9 1.0112 2.5458 0.1167  0.07
H10 0.4359 3.2216 -1.3424  0.08
H11 1.7679 2.0494 -1.4468  0.08
H12 -0.6570 -1.1742 2.5906  0.18
H13 -1.1186 -0.9699 1.0004  0.10
H14 -0.0959 -2.1185 1.3876  0.17
H15 -3.2276 -2.3786 0.3247  0.07
H16 -3.5724 -0.9564 -0.2090  0.07
O1 -2.9127 -1.4597 0.2789  -0.05



In terms of stability, run 2 leads; the second structure lies 0.0211 hartree higher.



Run 1
Molecular formula: C5H16NO
Method: DFT, the ωB97M-V functional and the def2-TZVPD basis

## Properties
Spin multiplicity: 1
Net charge: +1
LUMO (Ha): -0.13100

Each line ends with the Löwdin charge.
Element x y z (Å)
C1 -0.2870 0.6557 1.1736  -0.09
C2 0.7154 0.2198 0.0369  -0.41
C3 2.0016 0.8231 0.3694  -0.10
C4 0.2060 0.7850 -1.3191  -0.18
C5 -1.2296 0.2311 -1.7146  -0.05
N1 -1.3669 -0.3550 1.6068  0.16
H1 0.2801 0.8039 2.1852  0.16
H2 -0.7999 1.5507 0.9163  0.11
H3 0.9868 -0.8246 0.0249  0.09
H4 2.8051 0.1975 -0.0988  0.11
H5 2.2952 0.7939 1.4103  0.08
H6 2.0435 1.8605 -0.0575  0.11
H7 1.0047 0.5736 -2.0164  0.11
H8 0.2020 1.8627 -1.3629  0.11
H9 -1.3502 -0.7559 -1.3977  0.03
H10 -1.3469 0.3039 -2.7717  0.07
H11 -1.9075 0.9222 -1.2648  0.06
H12 -1.2106 -0.7531 2.5861  0.20
H13 -1.2691 -1.1670 0.9990  0.09
H14 -2.2773 0.1284 1.1852  0.22
H15 0.3950 -2.3348 -0.8787  0.15
H16 -0.0019 -3.1515 0.2942  -0.07
O1 0.1115 -2.3702 0.0942  0.04



Run 2
Molecular formula: C5H16NO
Method: DFT, the ωB97M-V functional and the def2-TZVPD basis

## Properties
Spin multiplicity: 1
Net charge: +1
LUMO (Ha): -0.12583

Each line ends with the Löwdin charge.
Element x y z (Å)
C1 -0.5340 -0.7193 -1.4392  -0.18
C2 -1.2707 0.5568 -0.9143  -0.18
C3 -0.8219 0.8751 0.5436  -0.21
C4 0.7024 1.1554 0.7868  -0.24
C5 1.2868 1.9775 -0.3114  -0.10
N1 -0.7257 -1.9140 -0.5255  0.16
H1 0.6713 -0.5385 -1.5660  0.18
H2 -0.9261 -0.8927 -2.5157  0.15
H3 -1.0656 1.4676 -1.5819  0.14
H4 -2.4090 0.2461 -0.9223  0.15
H5 -1.2858 1.8862 0.7824  0.14
H6 -1.0516 0.1684 1.2963  0.07
H7 0.7758 1.7504 1.7780  0.15
H8 1.2326 0.2928 1.0309  0.05
H9 2.3348 2.0974 -0.3130  0.08
H10 1.0372 2.9864 -0.2959  0.08
H11 1.1468 1.4943 -1.1695  0.01
H12 0.0975 -2.6048 -0.6776  0.21
H13 -0.6269 -1.5281 0.4423  0.10
H14 -1.6138 -2.3688 -0.5725  0.15
H15 0.5039 -2.6472 2.2989  0.07
H16 1.7463 -1.8485 2.0862  0.11
O1 0.7957 -1.8923 1.7596  -0.08



In terms of stability, run 2 leads; the second structure lies 0.0383 hartree higher.



Run 1
Molecular formula: C5H16NO
Method: DFT, the ωB97M-V functional and the def2-TZVPD basis

## Properties
Spin multiplicity: 1
Net charge: +1
LUMO (Ha): -0.11828

Each line ends with the Löwdin charge.
Element x y z (Å)
C1 0.2530 -1.5894 -0.3504  -0.03
C2 0.6127 -0.1591 -0.6764  -0.32
C3 0.9719 0.7986 0.4719  -0.39
C4 2.2027 0.2946 1.2330  -0.05
C5 -0.2147 1.0964 1.4060  -0.05
N1 -0.5201 0.4743 -1.4874  0.22
H1 1.1531 -2.0964 -0.0140  0.10
H2 -0.5283 -1.6335 0.4049  0.08
H3 -0.1373 -2.1136 -1.2184  0.09
H4 1.4635 -0.1415 -1.3655  0.15
H5 1.2731 1.7183 -0.0429  0.14
H6 2.6117 1.0782 1.8489  0.09
H7 1.9965 -0.6911 1.6564  0.09
H8 3.0089 0.0596 0.5268  0.09
H9 0.1578 1.4144 2.3774  0.09
H10 -0.8882 1.8521 0.9998  0.08
H11 -0.7699 0.1661 1.5996  0.08
H12 -1.4293 0.3056 -1.0475  0.11
H13 -0.3856 1.4855 -1.6142  0.17
H14 -0.4472 0.0973 -2.4303  0.17
H15 -3.7590 -1.4758 -0.9636  0.07
H16 -3.3909 -0.2682 -0.2239  0.06
O1 -3.2344 -0.6726 -1.0901  -0.05



Run 2
Molecular formula: C5H16NO
Method: DFT, the ωB97M-V functional and the def2-TZVPD basis

## Properties
Spin multiplicity: 1
Net charge: +1
LUMO (Ha): -0.11011

Each line ends with the Löwdin charge.
Element x y z (Å)
C1 -1.1403 2.5428 0.8596  -0.27
O1 -1.3634 1.1182 1.0057  -0.11
C2 -0.6816 2.8993 -0.5427  -0.08
H1 -2.0644 3.0788 1.0763  0.12
H2 -0.3514 2.8333 1.5568  0.12
H3 -1.7484 0.9889 1.8693  0.09
H4 -1.3962 2.5789 -1.3068  0.08
H5 -0.6277 3.9853 -0.5398  0.09
H6 0.2465 2.3879 -0.8134  0.06
C3 0.1312 -2.9532 -0.1585  -0.05
C4 0.5757 -1.5465 0.1615  -0.39
C5 2.0824 -1.3466 0.0645  -0.03
N1 -0.1200 -0.5879 -0.7786  0.20
H7 -0.9617 -3.0522 -0.1544  0.09
H8 0.4181 -3.2419 -1.1729  0.09
H9 0.4686 -3.6770 0.5785  0.10
H10 0.1687 -1.2567 1.1305  0.14
H11 2.4420 -1.6769 -0.9105  0.09
H12 2.5744 -1.8792 0.8709  0.10
H13 2.2905 -0.2758 0.1400  0.09
H14 -1.1391 -0.6590 -0.7505  0.16
H15 0.0011 0.3699 -0.4394  0.10
H16 0.1949 -0.6304 -1.7460  0.18



Run 3
Molecular formula: C5H16NO
Method: DFT, the ωB97M-V functional and the def2-TZVPD basis

## Properties
Spin multiplicity: 1
Net charge: +1
LUMO (Ha): -0.11877

Each line ends with the Löwdin charge.
Element x y z (Å)
C1 -0.1341 1.2317 -0.3404  -0.13
C2 -1.4272 0.3645 -0.2971  -0.17
C3 -1.1010 -1.0286 0.2223  -0.20
C4 -0.3150 -1.0910 1.5953  -0.23
C5 -0.9576 -0.1291 2.5762  -0.11
N1 0.4498 1.0399 -1.7213  0.16
H1 0.6210 1.0405 0.4174  0.11
H2 -0.2170 2.3155 -0.2391  0.13
H3 -2.1657 0.8187 0.3640  0.11
H4 -1.8060 0.4310 -1.3121  0.11
H5 -1.8642 -1.7752 0.4371  0.12
H6 -0.5080 -1.4928 -0.5860  0.10
H7 -0.3711 -2.1310 1.8931  0.11
H8 0.6977 -0.7215 1.4169  0.08
H9 -0.6462 0.9010 2.4035  0.07
H10 -0.8646 -0.3879 3.6290  0.08
H11 -2.0537 -0.1012 2.4593  0.08
H12 1.4654 1.1161 -1.8777  0.14
H13 0.3243 0.0639 -1.9958  0.14
H14 -0.0150 1.6345 -2.4092  0.17
H15 3.3092 -1.0082 -2.0263  0.08
H16 3.0073 -0.6610 -0.6596  0.09
O1 2.6875 -0.4186 -1.5609  -0.06



Run 4
Molecular formula: C5H16NO
Method: DFT, the ωB97M-V functional and the def2-TZVPD basis

## Properties
Spin multiplicity: 1
Net charge: +1
LUMO (Ha): -0.12615

Each line ends with the Löwdin charge.
Element x y z (Å)
C1 1.1055 -0.7379 0.9285  -0.09
C2 0.0309 0.3455 0.8201  -0.35
C3 0.1746 1.3653 2.0275  -0.03
C4 -1.3884 -0.2454 0.8402  -0.24
C5 -1.5942 -1.3178 -0.1980  -0.10
N1 1.8763 -0.7839 -0.4209  0.22
H1 1.8721 -0.6304 1.6823  0.12
H2 0.6485 -1.7117 1.0908  0.12
H3 0.1017 1.0313 -0.0280  0.13
H4 -0.6906 1.5547 2.6581  0.08
H5 0.4570 2.3576 1.6704  0.08
H6 1.0070 0.9811 2.6144  0.07
H7 -2.1202 0.5631 0.7655  0.12
H8 -1.6618 -0.5604 1.8598  0.13
H9 -1.5868 -0.9185 -1.2183  0.07
H10 -2.5567 -1.8353 -0.1332  0.09
H11 -0.9087 -2.1700 -0.1567  0.07
H12 2.6432 -0.1217 -0.4739  0.17
H13 1.1790 -0.5136 -1.1203  0.14
H14 2.0970 -1.7609 -0.6102  0.17
H15 -1.1373 0.8183 -3.4168  0.03
H16 -0.5409 1.9739 -2.6851  0.06
O1 -0.2729 1.2003 -3.2410  -0.08



In terms of stability, run 1 leads; the second structure lies 0.0075 hartree higher.



Run 1
Molecular formula: C4H12N4
Method: DFT, the ωB97M-V functional and the def2-TZVPD basis

## Properties
Structure (SMILES): C=NN[C@](C)(N)NC
Spin multiplicity: 1
Net charge: 0
LUMO (Ha): 0.03765

Each line ends with the Löwdin charge.
Element x y z (Å)
C1 1.9904 -2.0942 -1.2793  -0.08
N1 0.9539 -1.8326 -0.5513  -0.04
N2 0.3162 -0.6673 -0.8603  -0.04
C2 -0.5656 -0.0257 0.1101  -0.63
C3 -1.2457 -1.0387 1.0361  -0.04
N3 -1.5702 0.7151 -0.6017  0.08
N4 0.2636 0.8596 0.8988  -0.07
C4 0.4373 2.2768 0.6280  -0.13
H1 2.3722 -1.4100 -2.0539  0.06
H2 2.5524 -3.0261 -1.1122  0.05
H3 0.4794 -0.1939 -1.7441  0.13
H4 -1.8853 -0.5258 1.7633  0.08
H5 -0.5141 -1.6243 1.6032  0.07
H6 -1.8727 -1.7337 0.4674  0.08
H7 -2.5573 0.5399 -0.4313  0.09
H8 -1.3743 1.4409 -1.2795  0.08
H9 0.7473 0.4440 1.6882  0.11
H10 -0.5328 2.7725 0.5496  0.06
H11 1.0157 2.4018 -0.2909  0.06
H12 0.9896 2.7216 1.4598  0.08



Run 2
Molecular formula: C4H12N4
Method: DFT, the ωB97M-V functional and the def2-TZVPD basis

## Properties
Spin multiplicity: 1
Net charge: 0
LUMO (Ha): 0.02625

Each line ends with the Löwdin charge.
Element x y z (Å)
C1 0.6615 -0.4844 -0.4729  -0.62
C2 1.7390 0.2988 0.2889  -0.04
C3 -0.7432 -0.2799 0.1582  -0.42
N1 0.9307 -1.9173 -0.5276  0.06
N2 0.6619 -0.0346 -1.8640  0.08
N3 -1.6131 -1.2175 0.2895  0.12
N4 -1.4562 2.0173 0.1995  0.11
C4 -0.9535 0.9691 0.8073  -0.18
H1 -0.0446 -0.5357 -2.3920  0.08
H2 1.1715 -2.2698 0.3915  0.09
H3 1.7266 -2.0794 -1.1347  0.08
H4 0.4894 0.9618 -1.9280  0.07
H5 -2.0981 -0.1906 2.5500  0.07
H6 -1.2930 -2.0839 -0.1507  0.04
H7 -1.9383 1.9807 -0.6986  0.12
H8 -1.5448 2.8852 0.7090  0.10
H9 -1.6932 0.5097 2.3424  0.01
H10 1.7733 -0.0347 1.3248  0.09
H11 1.5150 1.3645 0.2895  0.07
H12 2.7091 0.1408 -0.1822  0.08



In terms of stability, run 1 leads; the second structure lies 0.0460 hartree higher.



Run 1
Molecular formula: C4H12N4
Method: DFT, the ωB97M-V functional and the def2-TZVPD basis

## Properties
Spin multiplicity: 1
Net charge: 0
LUMO (spin up / spin down) (Ha): -0.00618 / -0.00393

Each line ends with the Löwdin charge.
Element x y z (Å)
C1 -2.2253 0.5409 0.0512  -0.06
C2 -0.9677 -0.3032 -0.0371  -0.59
N1 -0.6375 -0.6402 -1.5332  0.02
N2 -0.9554 -1.3373 0.7777  0.07
H1 -0.3856 -1.6127 -1.6836  0.06
H2 -1.0426 -0.0899 -2.2842  0.07
H3 -0.1328 -1.9308 0.6603  0.01
H4 -2.1368 1.4441 -0.5560  0.07
H5 -3.0830 -0.0360 -0.2911  0.08
H6 -2.3939 0.8349 1.0867  0.08
C3 1.1584 0.7856 1.4849  -0.10
N3 2.0961 -0.7154 -0.7394  0.07
C4 0.5885 0.8371 0.0884  -0.31
N4 1.3125 0.3211 -0.9974  -0.01
H7 2.0470 -1.2202 0.1416  0.10
H8 2.6553 -1.0191 -1.5230  0.11
H9 0.2602 1.8355 -0.1932  0.11
H10 0.6249 1.5006 2.1096  0.08
H11 2.2267 1.0072 1.5178  0.07
H12 0.9910 -0.2020 1.9202  0.05



Run 2
Molecular formula: C4H12N4
Method: DFT, the ωB97M-V functional and the def2-TZVPD basis

## Properties
Structure (SMILES): [H]/N=N/[C@@H](N)CN(C)C
Spin multiplicity: 1
Net charge: 0
LUMO (Ha): 0.04132

Each line ends with the Löwdin charge.
Element x y z (Å)
H1 1.9894 1.3339 -3.6226  0.05
N1 1.2759 1.2250 -2.8701  -0.01
N2 1.4014 0.1611 -2.2682  -0.05
C1 0.0759 -0.2074 -1.0861  -0.35
N3 -0.0579 -1.5972 -0.9618  0.07
C2 0.7910 0.5719 -0.0524  -0.12
N4 -0.1645 0.4929 1.3178  -0.25
C3 -1.5468 0.9013 1.1556  -0.15
C4 -0.0369 -0.7373 2.0692  -0.16
H2 -0.8328 0.2611 -1.4650  0.12
H3 0.8083 -2.0581 -0.7120  0.09
H4 -0.4967 -2.0274 -1.7659  0.09
H5 0.8093 1.6407 -0.2616  0.10
H6 1.7562 0.1637 0.2464  0.11
H7 -1.9818 1.1827 2.1240  0.08
H8 -1.6128 1.7889 0.5171  0.08
H9 -2.1831 0.1160 0.7207  0.07
H10 -0.4196 -0.6035 3.0903  0.08
H11 -0.5902 -1.5886 1.6454  0.06
H12 1.0158 -1.0199 2.1792  0.08



In terms of stability, run 2 leads; the second structure lies 0.0514 hartree higher.